Below is an isolated molecule of C7H12S in a non-equilibrium geometry, with properties calculated with wB97M-V/def2-TZVPD.

```
20
C7H12S wB97M-V/def2-TZVPD
C 0.423 1.856 -0.072
C 1.306 1.043 0.519
C -0.994 1.411 -0.073
C 0.975 -0.230 1.059
C -1.210 -0.056 -0.294
C 1.954 -1.286 0.942
C -1.063 -0.822 -1.508
S -2.542 -0.634 0.674
H 0.578 2.864 -0.428
H 2.434 1.267 0.289
H -1.522 1.605 0.880
H -1.477 2.029 -0.963
H 0.161 -0.222 1.874
H 1.680 -2.245 1.618
H 2.887 -0.840 1.444
H 2.407 -1.544 -0.080
H -1.078 -1.877 -1.350
H 0.036 -0.608 -1.861
H -1.758 -0.582 -2.319
H -3.199 -1.129 -0.350
```

## Properties
Highest occupied orbital energy (spin up / spin down) (eV): -7.12 / -7.16
Total energy (a.u.): -671.936677
2S+1: 1
Gap between HOMO and LUMO (spin up / spin down) (eV): 7.3 / 7.5

natural (NBO) population analysis, charges in e, atoms 1 to 6: C -0.173; C -0.260; C -0.524; C -0.164; C -0.041; C -0.679